# C8H22N6O11

6 unconnected molecules or ions with the total composition C8H22N6O11 in a non-equilibrium geometry (the ωB97M-V functional and the def2-TZVPD basis, the Open Molecules 2025 dataset).

```
47
Properties=species:S:1:pos:R:3
C -13.42 -14.84 -9.36
N -13.50 -13.38 -9.69
O -13.12 -13.00 -10.78
O -14.01 -12.72 -8.81
H -12.62 -14.87 -8.62
H -13.13 -15.37 -10.26
H -14.44 -15.23 -9.03
C -6.04 -8.58 -3.57
N -7.11 -8.90 -4.50
O -7.11 -8.83 -5.70
O -8.10 -9.30 -3.90
H -5.59 -7.63 -3.86
H -5.24 -9.34 -3.59
H -6.41 -8.52 -2.60
C -9.74 -14.57 -11.28
N -8.43 -13.97 -10.95
O -8.24 -13.82 -9.76
O -7.64 -13.80 -11.87
H -10.45 -13.75 -11.23
H -9.86 -15.42 -10.60
H -9.62 -14.88 -12.33
C -11.37 -8.86 -4.75
N -11.88 -9.14 -6.16
O -12.31 -10.26 -6.44
O -11.82 -8.22 -6.92
H -11.22 -7.81 -4.65
H -10.43 -9.35 -4.58
H -12.12 -9.33 -4.08
C -13.39 -13.08 -5.40
N -12.49 -12.29 -4.53
O -11.32 -12.51 -4.57
O -13.09 -11.50 -3.80
H -12.86 -13.96 -5.73
H -13.60 -12.49 -6.32
H -14.27 -13.30 -4.80
C -9.06 -10.59 -7.37
N -9.62 -11.91 -7.54
C -8.75 -12.97 -6.97
C -10.71 -12.21 -8.23
O -11.12 -13.40 -8.40
H -7.99 -10.64 -7.67
H -9.13 -10.19 -6.41
H -9.63 -9.92 -8.00
H -8.62 -12.93 -5.88
H -9.11 -13.95 -7.19
H -7.77 -12.85 -7.42
H -11.22 -11.26 -8.51
```

Properties
- E_tot (a.u.) = -1473.69768
- LUMO (eV) = -0.37
- multiplicity = 1
- highest occupied orbital energy (eV) = -9.18
- orbital gap (eV) = 8.81

natural (NBO) atomic charge list, values in e, 6 entries: C -0.4985; N 0.5586; O -0.3881; O -0.3907; H 0.2750; H 0.2131

=====

# C9H14O

2 unconnected molecules or ions with the total composition C9H14O in a non-equilibrium geometry (the ωB97M-V functional and the def2-TZVPD basis, the Open Molecules 2025 dataset).

```
24
Properties=species:S:1:pos:R:3
C -2.38 0.18 1.99
C -1.02 -0.33 1.63
C -0.22 0.41 0.79
C 1.11 0.07 0.44
C 1.60 -1.02 1.13
O 2.92 -1.41 1.12
C 0.84 -1.76 2.04
C -0.47 -1.47 2.24
H -3.15 -0.52 1.60
H -2.56 1.16 1.57
H -2.73 -0.04 3.00
H -0.76 1.19 0.28
H 1.71 0.65 -0.25
H 3.32 -1.28 0.25
H 1.27 -2.61 2.54
H -1.11 -1.97 2.95
C -0.15 1.60 -2.50
C 0.58 0.57 -3.36
H 0.51 2.37 -2.10
H -0.89 2.22 -3.00
H -0.49 1.23 -1.55
H 1.66 0.52 -3.28
H 0.14 -0.41 -3.14
H 0.29 0.65 -4.41
```

Properties
- E_tot (a.u.) = -426.53421
- LUMO (eV) = 0.83
- multiplicity = 1
- ΔE to the lowest compared entry with this formula, charge and spin (kJ/mol) = 101.3
- highest occupied orbital energy (eV) = -8.40
- orbital gap (eV) = 9.23

natural (NBO) atomic charge list, values in e, 6 entries: C -0.6402; C -0.0533; C -0.1836; C -0.2929; C 0.2935; O -0.6890